The following is a quantum chemistry calculation of one molecule with the formula C9H8N6 in a non-equilibrium geometry, from the OMol25 dataset.

The geometry in ORCA input format:
```
! wB97M-V def2-TZVPD RIJCOSX def2/J DEFGRID3
* xyz 0 1
N 1.5769 -2.2456 -0.0674
N 1.8090 -1.4935 1.0618
N 0.7522 1.7457 2.3307
N -0.8080 -2.8252 -2.7283
N 0.4083 -2.7111 -2.1445
N 1.1440 0.3885 2.3423
C -0.4017 -0.4240 0.7123
C -0.5479 -1.3253 -0.4227
C -1.6108 0.2291 1.1884
C -2.8653 -0.6709 -0.5506
C 0.8861 -0.6103 1.3772
C -1.8792 -2.1722 -2.1713
C -2.8224 0.1368 0.5667
C -1.7420 -1.3269 -1.0448
C 0.5061 -2.0926 -0.9142
H 2.1090 0.2681 2.8048
H -3.6575 0.6881 0.8589
H -2.8708 -2.3292 -2.6610
H 2.0561 -3.1599 -0.1383
H 0.6948 2.0771 1.3612
H -3.7217 -0.8064 -1.1679
H 0.0190 2.0020 2.9414
H -1.5836 0.6960 2.1354
*
```

HOMO	-0.2761	Ha
molar mass	200.2	g/mol
lowest unoccupied orbital energy	-0.32	eV
DFT total energy	-18399.847	eV
gap between HOMO and LUMO	7.2	eV
strongest force on any atom	4.01	eV Å⁻¹
SMILES	NNC1=NNc2nncc3cccc1c23